A 12-piece molecular cluster, C24H75N3O12 overall in a non-equilibrium geometry. Source: the OMol25 dataset; level of theory: ωB97M-V with the def2-TZVPD basis set.

Output
Energy above the lowest of the compared OMol25 structures with the same formula, charge and spin (eV): 0.000
SMILES string: COC[C@H](C)N.COC[C@H](C)N.COC[C@H](C)N.CCO.CCO.CCO.CCO.CCO.CCO.O.O.O
Total charge: 0

Last column: Löwdin charge in e.
Atoms and positions in Å:
C1 -4.80 1.94 -1.84  -0.0782
C2 -3.34 2.34 -1.75  -0.2566
O1 -2.56 1.12 -1.70  -0.1315
H1 -5.14 2.00 -2.87  0.0743
H2 -5.46 2.66 -1.35  0.0773
H3 -5.04 0.98 -1.39  0.0664
H4 -3.09 2.92 -0.87  0.0777
H5 -3.03 2.87 -2.65  0.1178
H6 -1.71 1.24 -2.14  0.0517
C3 1.18 1.32 -5.27  -0.0841
C4 -0.25 0.87 -5.01  -0.3149
O2 -0.40 -0.48 -5.45  -0.0868
H7 1.40 2.15 -4.59  0.0693
H8 1.30 1.71 -6.28  0.0699
H9 1.91 0.54 -5.06  0.0743
H10 -0.94 1.50 -5.58  0.1125
H11 -0.44 0.90 -3.93  0.0746
H12 -1.26 -0.79 -5.16  0.0365
C5 2.45 0.76 3.04  -0.0929
C6 2.70 2.18 3.51  -0.3181
O3 4.09 2.46 3.64  -0.0886
H13 2.97 0.06 3.71  0.0804
H14 2.91 0.62 2.06  0.0422
H15 1.39 0.51 3.00  0.0621
H16 2.27 2.36 4.49  0.1090
H17 2.25 2.90 2.82  0.0993
H18 4.49 2.47 2.76  0.0484
C7 3.31 4.16 -0.01  -0.0816
C8 4.20 3.03 -0.47  -0.3229
O4 4.44 2.19 0.65  -0.1207
H19 3.84 4.78 0.71  0.0816
H20 2.43 3.74 0.45  0.0527
H21 3.01 4.84 -0.81  0.0772
H22 5.12 3.36 -0.96  0.1103
H23 3.68 2.43 -1.24  0.1022
H24 4.85 1.37 0.33  0.0383
C9 -0.36 -3.16 -2.11  -0.0750
C10 -1.83 -3.55 -2.26  -0.3223
O5 -2.23 -3.59 -3.61  -0.0895
H25 -0.16 -2.93 -1.06  0.0418
H26 -0.13 -2.33 -2.77  0.0648
H27 0.26 -4.03 -2.34  0.0763
H28 -2.44 -2.82 -1.71  0.1006
H29 -2.04 -4.51 -1.79  0.1080
H30 -2.27 -2.68 -3.92  0.0309
C11 0.72 0.38 -1.27  -0.0601
C12 0.65 1.60 -0.37  -0.2899
O6 0.36 2.78 -1.12  -0.0832
H31 1.31 -0.38 -0.74  0.0591
H32 1.07 0.57 -2.28  0.0697
H33 -0.24 -0.15 -1.41  0.0577
H34 1.62 1.72 0.13  0.0867
H35 -0.07 1.46 0.45  0.1030
H36 -0.31 3.25 -0.61  0.0280
O7 -1.53 3.95 0.86  -0.0553
H37 -1.77 4.51 0.10  -0.0059
H38 -2.31 3.93 1.42  0.0460
O8 -2.87 -0.73 -3.80  -0.0431
H39 -3.80 -0.94 -3.88  0.0709
H40 -2.77 -0.33 -2.92  0.0266
O9 -1.58 5.55 -1.46  -0.0312
H41 -2.34 6.07 -1.75  0.0598
H42 -0.97 5.56 -2.20  0.0637
C13 -2.40 0.88 2.87  -0.0497
C14 -3.65 0.37 2.18  -0.4088
C15 -4.64 1.48 1.79  -0.2146
O10 -4.95 2.33 2.86  -0.1865
C16 -5.82 1.78 3.83  -0.1044
N1 -3.13 -0.31 0.95  0.0585
H43 -1.78 1.49 2.20  0.0635
H44 -1.76 0.03 3.12  0.0572
H45 -2.55 1.39 3.82  0.0839
H46 -4.14 -0.40 2.78  0.1253
H47 -5.51 0.97 1.35  0.1285
H48 -4.22 2.15 1.04  0.1071
H49 -5.72 0.69 3.90  0.0832
H50 -6.86 2.00 3.60  0.0880
H51 -5.52 2.14 4.82  0.0900
H52 -3.90 -0.45 0.30  0.0561
H53 -2.54 0.39 0.50  0.0363
C17 0.52 -2.51 1.90  -0.0629
C18 -0.23 -3.58 2.67  -0.4228
C19 -1.18 -2.98 3.67  -0.2205
O11 -1.36 -3.88 4.76  -0.1893
C20 -2.44 -3.49 5.58  -0.1206
N2 -0.99 -4.40 1.70  0.0441
H54 0.71 -2.76 0.85  0.0452
H55 1.48 -2.28 2.36  0.0699
H56 -0.05 -1.58 1.82  0.0725
H57 0.49 -4.16 3.25  0.1392
H58 -2.15 -2.89 3.15  0.1276
H59 -0.85 -2.01 4.06  0.1189
H60 -3.38 -3.77 5.09  0.0888
H61 -2.46 -2.40 5.72  0.0835
H62 -2.34 -3.97 6.54  0.0851
H63 -0.34 -4.79 1.03  0.0670
H64 -1.41 -5.20 2.16  0.0748
C21 3.54 -2.07 0.26  -0.0705
C22 4.95 -1.72 -0.16  -0.3981
C23 5.56 -2.67 -1.16  -0.2481
O12 4.78 -2.71 -2.31  -0.1875
C24 5.24 -3.68 -3.24  -0.0884
N3 4.92 -0.33 -0.67  0.0463
H65 3.55 -3.02 0.79  0.0899
H66 2.88 -2.24 -0.60  0.0762
H67 3.07 -1.30 0.86  0.0526
H68 5.57 -1.70 0.74  0.1423
H69 5.72 -3.66 -0.70  0.1320
H70 6.57 -2.30 -1.43  0.1264
H71 6.31 -3.54 -3.44  0.0885
H72 4.70 -3.50 -4.16  0.0899
H73 5.02 -4.68 -2.87  0.0905
H74 5.81 -0.07 -1.08  0.0906
H75 4.22 -0.27 -1.40  0.0857



A 12-piece molecular cluster, C24H76N20O12 overall in a non-equilibrium geometry. Source: the OMol25 dataset; level of theory: ωB97M-V with the def2-TZVPD basis set.

Output
Energy above the lowest of the compared OMol25 structures with the same formula, charge and spin (eV): 6.958
SMILES string: COC[C@H](C)N.COC[C@H](C)N.COC[C@H](C)N.COC[C@H](C)N.NC(N)=O.NC(N)=O.NC(N)=O.NC(N)=O.NC(N)=O.NC(N)=O.NC(N)=O.NC(N)=O
Total charge: 0

Last column: Löwdin charge in e.
Atoms and positions in Å:
C1 -1.27 -6.19 -5.65  -0.0613
C2 -0.34 -5.24 -4.89  -0.4759
C3 -0.98 -3.90 -4.54  -0.2080
O1 -0.15 -3.02 -3.84  -0.1914
C4 1.12 -2.64 -4.38  -0.0736
N1 0.14 -5.98 -3.75  0.0566
H1 -1.63 -5.52 -6.43  0.0681
H2 -2.18 -6.58 -5.19  0.0869
H3 -0.71 -6.90 -6.25  0.0770
H4 0.43 -4.93 -5.60  0.1121
H5 -1.91 -4.25 -4.11  0.1387
H6 -1.24 -3.50 -5.52  0.1206
H7 1.60 -3.52 -4.82  0.0823
H8 1.84 -2.26 -3.66  0.0719
H9 0.89 -1.80 -5.03  0.0742
H10 0.88 -5.50 -3.24  0.0560
H11 0.61 -6.82 -4.04  0.0738
C5 3.28 1.69 3.69  -0.0648
C6 2.96 0.50 4.67  -0.3555
C7 3.72 0.55 6.07  -0.2342
O2 5.06 0.81 5.96  -0.2042
C8 5.66 0.87 7.30  -0.0731
N2 1.52 0.66 4.94  0.0290
H12 2.73 1.84 2.76  0.0523
H13 4.30 1.48 3.39  0.0607
H14 3.29 2.70 4.10  0.0763
H15 3.17 -0.48 4.26  0.1238
H16 3.69 -0.36 6.68  0.1203
H17 3.23 1.35 6.62  0.1129
H18 5.74 -0.11 7.75  0.0842
H19 5.18 1.60 7.95  0.0876
H20 6.67 1.18 7.01  0.0863
H21 1.35 1.64 5.13  0.0515
H22 1.11 0.39 4.06  0.0541
C9 -4.03 -4.83 2.42  -0.0771
C10 -3.97 -3.52 3.19  -0.4278
C11 -2.65 -2.72 3.09  -0.2030
O3 -2.83 -1.52 3.81  -0.2080
C12 -1.69 -0.67 3.80  -0.0932
N3 -5.09 -2.79 2.57  0.0268
H23 -3.99 -4.48 1.39  0.0665
H24 -4.98 -5.29 2.68  0.0750
H25 -3.27 -5.53 2.73  0.0759
H26 -4.25 -3.73 4.22  0.1320
H27 -2.62 -2.49 2.02  0.1070
H28 -1.74 -3.28 3.30  0.1278
H29 -1.07 -1.01 4.63  0.0826
H30 -2.04 0.32 4.09  0.0797
H31 -1.34 -0.65 2.77  0.0604
H32 -5.13 -1.89 3.01  0.0591
H33 -4.86 -2.61 1.60  0.0637
C13 -4.33 3.51 -3.60  -0.0529
C14 -4.35 2.01 -3.70  -0.5123
C15 -4.05 1.27 -2.48  -0.1756
O4 -3.69 -0.12 -2.76  -0.2009
C16 -2.44 -0.46 -3.27  -0.1203
N4 -5.63 1.67 -4.21  0.0558
H34 -5.27 3.92 -3.23  0.0850
H35 -4.14 4.09 -4.50  0.0768
H36 -3.69 3.87 -2.79  0.0751
H37 -3.55 1.64 -4.34  0.1275
H38 -4.96 1.15 -1.89  0.1355
H39 -3.25 1.64 -1.84  0.1163
H40 -2.25 -1.50 -2.98  0.0841
H41 -1.67 0.18 -2.84  0.0767
H42 -2.48 -0.31 -4.35  0.0765
H43 -5.69 0.74 -4.59  0.0821
H44 -5.58 2.29 -5.01  0.0717
C17 0.37 0.48 0.01  -0.7703
O5 -0.50 -0.11 0.60  0.0235
N5 1.01 0.01 -1.04  0.1685
N6 0.82 1.61 0.38  0.2159
H45 0.57 -0.82 -1.42  0.1011
H46 1.72 0.46 -1.61  0.0549
H47 0.54 1.92 1.31  0.0844
H48 1.72 1.91 0.02  0.0642
C18 3.16 -2.86 -0.11  -0.7931
O6 2.69 -3.15 -1.22  -0.0114
N7 3.79 -3.67 0.59  0.1951
N8 2.97 -1.68 0.44  0.1889
H49 4.39 -3.26 1.30  0.1291
H50 3.68 -4.66 0.43  0.1381
H51 2.27 -1.22 -0.12  0.0564
H52 3.10 -1.37 1.40  0.1134
C19 4.16 3.21 -0.45  -0.7696
O7 2.99 3.18 -0.16  0.0034
N9 4.95 4.07 0.09  0.1915
N10 4.76 2.55 -1.37  0.1979
H53 5.85 4.23 -0.34  0.1192
H54 4.58 4.62 0.85  0.1368
H55 5.74 2.74 -1.53  0.1268
H56 4.19 1.82 -1.78  0.0850
C20 -1.14 3.77 3.85  -0.7061
O8 -0.44 3.07 3.08  -0.0332
N11 -0.72 4.38 4.91  0.1700
N12 -2.36 4.20 3.57  0.1744
H57 -1.35 5.01 5.39  0.1176
H58 0.20 4.22 5.28  0.1194
H59 -2.79 3.87 2.72  0.0635
H60 -2.97 4.74 4.16  0.1206
C21 0.79 5.85 -0.22  -0.7928
O9 0.02 6.79 -0.42  -0.0022
N13 0.78 5.28 0.92  0.1784
N14 1.58 5.28 -1.10  0.1762
H61 1.17 4.35 0.92  0.0785
H62 0.00 5.50 1.53  0.1145
H63 2.24 4.57 -0.83  0.0429
H64 1.50 5.69 -2.03  0.1146
C22 -0.72 -4.30 -0.33  -0.8175
O10 -1.88 -4.54 -0.35  0.0575
N15 0.16 -5.20 -0.58  0.1744
N16 -0.24 -3.09 -0.11  0.1887
H65 -0.22 -6.09 -0.89  0.1150
H66 1.07 -4.90 -0.91  0.0767
H67 0.61 -2.93 -0.64  0.0493
H68 -0.85 -2.35 0.20  0.0801
C23 2.90 1.43 -4.05  -0.6590
O11 2.69 1.24 -2.83  -0.0107
N17 2.09 1.02 -5.03  0.1820
N18 3.99 1.96 -4.55  0.1764
H69 2.24 1.54 -5.89  0.1170
H70 1.31 0.49 -4.67  0.1120
H71 4.72 2.32 -3.97  0.1063
H72 4.05 2.06 -5.55  0.1173
C24 -3.66 2.39 0.96  -0.8738
O12 -4.77 2.74 0.84  0.0747
N19 -2.69 3.24 0.94  0.1475
N20 -3.21 1.19 1.01  0.2169
H73 -1.77 2.94 1.23  0.0820
H74 -2.97 4.18 0.71  0.1368
H75 -3.87 0.42 1.11  0.1307
H76 -2.21 1.02 1.00  0.0699



A 19-piece molecular cluster, C24H86N28O24 overall in a non-equilibrium geometry. Source: the OMol25 dataset; level of theory: ωB97M-V with the def2-TZVPD basis set.

Output
Total charge: 0

Last column: Löwdin charge in e.
Atoms and positions in Å:
C1 -1.17 4.74 1.49  -0.7840
O1 -0.91 3.77 0.87  0.0460
N1 -0.21 5.39 2.09  0.1748
N2 -2.35 5.31 1.61  0.1980
H1 -0.37 6.25 2.58  0.1129
H2 0.72 4.98 2.17  0.1035
H3 -2.38 6.24 2.00  0.1135
H4 -3.14 5.02 1.05  0.1159
C2 -2.48 2.67 -6.37  -0.8706
O2 -2.34 3.54 -7.14  0.0780
N3 -1.54 1.90 -5.84  0.1808
N4 -3.61 2.19 -6.11  0.1870
H5 -0.63 1.82 -6.27  0.0931
H6 -1.89 1.19 -5.21  0.0742
H7 -3.91 1.37 -5.60  0.0892
H8 -4.30 2.84 -6.47  0.1329
C3 -4.68 2.13 -0.19  -0.7507
O3 -4.90 2.42 -1.40  -0.0160
N5 -3.52 2.26 0.41  0.1849
N6 -5.51 1.65 0.63  0.1886
H9 -2.83 2.78 -0.13  0.0633
H10 -3.38 1.92 1.35  0.0726
H11 -5.22 1.47 1.58  0.0717
H12 -6.44 1.41 0.30  0.1324
C4 5.50 -1.37 2.27  -0.8309
O4 6.45 -1.12 2.92  0.0819
N7 5.43 -2.12 1.22  0.1705
N8 4.29 -0.96 2.54  0.1712
H13 6.27 -2.29 0.69  0.1186
H14 4.47 -2.39 1.04  0.0686
H15 3.48 -1.06 1.94  0.0853
H16 4.22 -0.49 3.43  0.1100
C5 0.56 1.46 4.92  -0.7333
O5 -0.31 1.25 5.77  -0.0033
N9 0.55 2.48 4.11  0.1903
N10 1.60 0.70 4.71  0.1927
H17 1.34 2.48 3.48  0.0756
H18 0.11 3.30 4.51  0.1208
H19 2.22 0.73 3.92  0.0717
H20 1.70 -0.13 5.28  0.1187
C6 -2.12 -5.04 -1.99  -0.7967
O6 -2.95 -4.58 -2.78  0.0239
N11 -0.82 -4.87 -2.18  0.1591
N12 -2.35 -5.86 -1.07  0.1879
H21 -0.23 -5.57 -1.75  0.1001
H22 -0.51 -4.52 -3.08  0.1102
H23 -1.78 -5.85 -0.24  0.1235
H24 -3.33 -5.84 -0.84  0.1328
C7 2.93 2.39 0.98  -0.7053
O7 2.78 1.66 1.99  -0.0273
N13 4.10 2.65 0.38  0.1799
N14 2.00 3.12 0.45  0.2007
H25 4.09 3.41 -0.28  0.1073
H26 4.84 1.97 0.35  0.1024
H27 2.12 3.46 -0.49  0.0571
H28 1.12 3.22 0.94  0.0708
C8 2.40 -5.67 2.97  -0.7330
O8 2.31 -6.07 4.13  0.0144
N15 1.36 -5.27 2.24  0.1685
N16 3.50 -5.56 2.31  0.1872
H29 1.60 -4.75 1.41  0.0516
H30 0.42 -5.23 2.61  0.0998
H31 4.33 -5.82 2.82  0.1330
H32 3.47 -5.06 1.43  0.0866
C9 -2.64 3.62 6.77  -0.8567
O9 -3.39 4.54 7.07  -0.0023
N17 -1.58 3.26 7.36  0.1879
N18 -2.94 2.90 5.77  0.1787
H33 -1.14 2.45 6.97  0.0647
H34 -1.20 3.76 8.16  0.1284
H35 -3.66 3.25 5.16  0.1123
H36 -2.19 2.30 5.44  0.0782
C10 2.16 2.72 -2.82  -0.7906
O10 2.29 3.78 -2.29  0.0220
N19 2.53 1.56 -2.40  0.2224
N20 1.74 2.73 -4.05  0.2049
H37 2.51 0.72 -2.96  0.0921
H38 2.75 1.48 -1.41  0.0982
H39 1.73 3.60 -4.58  0.1358
H40 1.76 1.81 -4.46  0.0565
C11 -4.75 0.96 3.95  -0.8171
O11 -3.94 1.54 3.26  0.0045
N21 -5.94 1.35 4.11  0.1885
N22 -4.57 -0.20 4.48  0.2174
H41 -6.57 0.77 4.64  0.1242
H42 -6.41 1.93 3.43  0.1318
H43 -5.49 -0.55 4.73  0.1132
H44 -3.78 -0.82 4.47  0.1249
C12 -1.56 3.59 -2.29  -0.7930
O12 -1.22 2.59 -1.72  0.0152
N23 -2.66 3.80 -2.98  0.1968
N24 -0.83 4.62 -2.37  0.2026
H45 -2.80 4.68 -3.44  0.1197
H46 -3.27 3.01 -3.14  0.0846
H47 -0.03 4.82 -1.80  0.1219
H48 -1.29 5.32 -2.94  0.1183
C13 -3.16 -2.40 0.91  -0.7514
O13 -4.03 -3.26 0.77  0.0089
N25 -2.18 -2.54 1.77  0.1739
N26 -3.00 -1.28 0.25  0.1962
H49 -2.10 -3.41 2.28  0.1069
H50 -1.45 -1.85 1.72  0.0901
H51 -3.65 -1.09 -0.49  0.0912
H52 -2.28 -0.63 0.54  0.0654
C14 0.24 -0.15 0.04  -0.7222
O14 1.09 -0.98 0.51  -0.0379
N27 -0.54 0.57 0.65  0.2050
N28 -0.07 -0.11 -1.29  0.1961
H53 -1.07 1.27 0.15  0.0915
H54 -0.25 0.59 1.62  0.1427
H55 -0.45 0.77 -1.61  0.0601
H56 0.32 -0.78 -1.94  0.0858
C15 1.58 -1.48 -5.20  -0.2162
C16 1.05 -0.15 -5.76  -0.2560
O15 2.10 0.75 -6.05  -0.0714
O16 1.96 -1.57 -3.84  -0.0506
H57 2.34 -1.74 -5.93  0.1258
H58 0.71 -2.12 -5.37  0.1085
H59 0.29 0.36 -5.17  0.0828
H60 0.37 -0.32 -6.59  0.1217
H61 2.79 0.26 -6.50  0.0946
H62 2.51 -2.34 -3.70  0.0421
C17 0.05 -3.42 4.89  -0.2443
C18 -1.29 -2.73 5.03  -0.2904
O17 -1.75 -2.49 6.32  -0.0397
O18 -0.06 -4.84 5.00  -0.0779
H63 0.80 -2.96 5.53  0.1235
H64 0.34 -3.27 3.85  0.0893
H65 -1.98 -3.45 4.59  0.1079
H66 -1.23 -1.87 4.36  0.1021
H67 -2.02 -3.26 6.82  0.0978
H68 0.76 -5.30 4.79  0.0180
C19 3.70 -3.02 -1.70  -0.2200
C20 2.40 -3.58 -1.00  -0.1340
O19 2.54 -3.62 0.48  -0.1329
O20 3.93 -3.46 -3.04  -0.0570
H69 4.61 -3.17 -1.12  0.1024
H70 3.68 -1.97 -1.41  0.1030
H71 2.15 -4.57 -1.39  0.1088
H72 1.54 -2.97 -1.28  0.0932
H73 2.06 -2.86 0.82  0.0545
H74 4.75 -3.96 -3.08  0.1047
C21 -2.95 -1.35 -3.36  -0.1963
C22 -3.78 0.00 -3.11  -0.2233
O21 -4.72 0.15 -4.11  -0.0621
O22 -1.84 -1.06 -4.18  -0.0798
H75 -3.65 -2.05 -3.82  0.1143
H76 -2.52 -1.83 -2.48  0.0909
H77 -3.26 0.96 -3.18  0.0901
H78 -4.15 -0.04 -2.08  0.0853
H79 -5.07 -0.73 -4.26  0.0917
H80 -1.79 -1.77 -4.82  0.0861
C23 5.49 0.32 -2.90  -0.2432
C24 6.44 1.03 -1.96  -0.2833
O23 6.96 0.23 -0.99  -0.0398
O24 6.26 -0.65 -3.58  -0.0583
H81 5.13 1.11 -3.56  0.1153
H82 4.54 -0.11 -2.56  0.0889
H83 6.01 1.92 -1.51  0.1071
H84 7.33 1.30 -2.53  0.1242
H85 7.14 -0.63 -1.37  0.0845
H86 6.51 -0.30 -4.44  0.0935



| no. | DFT total energy (Eh) |
| --- | --- |
| 1 | -2026.44496 |
| 2 | -2958.08673 |
| 3 | -4305.22998 |